[1]
# C2H7N2S

A 2-piece molecular cluster, C2H7N2S overall at a distorted geometry (the ωB97M-V functional and the def2-TZVPD basis, the OMol25 dataset).

Values from the calculation:
Molar mass, g/mol: 91.159
Relative energy (zero: lowest compared OMol25 entry of this formula, charge and spin), eV: 1.331
Strongest force on any atom, eV/A: 4.2
Highest occupied orbital energy, Ha: -0.10561
Net charge: -1

Geometry (Å):
H -1.276 1.896 0.513
N -0.809 -2.378 0.287
H 0.770 -2.467 1.490
H -0.265 3.307 -0.253
H 0.343 1.708 0.247
C -0.484 2.095 -0.239
C 0.304 -1.945 0.582
H 0.209 -0.044 -0.421
H 1.908 -0.929 -0.048
S -0.464 1.261 -1.862
H -1.140 -1.762 -0.493
N 0.905 -0.743 0.196

=====

[2]
# C2H7N3

One molecule with the formula C2H7N3 at a distorted geometry (the ωB97M-V functional and the def2-TZVPD basis, the OMol25 dataset).

Values from the calculation:
Molar mass, g/mol: 73.099
Relative energy (zero: lowest compared OMol25 entry of this formula, charge and spin), eV: 3.116
Strongest force on any atom, eV/A: 4.2
Highest occupied orbital energy, Ha: -0.32843
Net charge: 0

Geometry (Å):
H -0.428 -0.221 1.208
C 0.247 0.129 0.140
H -1.237 0.378 -1.516
H -2.119 -0.123 1.188
N 1.090 -1.042 -0.052
H 0.769 -1.619 -0.822
C -1.073 0.073 -0.484
H 0.686 1.953 -0.710
N 0.976 1.333 0.035
H 1.123 -1.620 0.780
H 1.983 1.232 -0.006
N -2.018 -0.473 0.240

=====

Number 1: LUMO 4.20 eV. Number 2: LUMO 0.59 eV.